Entry 1:
Density functional theory data (wB97M-V/def2-TZVPD) for C47H45FHgN2O2P3S2 as an isolated structure in a non-equilibrium geometry.

The geometry in XYZ format:
```
103
Properties=species:S:1:pos:R:3:forces:R:3
Hg 1.418253 1.178523 -1.981817 0.0 0.2 -0.2
N -0.457547 1.532523 1.433283 0.0 -0.4 -0.1
C 0.073953 2.476923 2.400583 -0.1 0.2 0.4
C -0.183047 3.896623 1.915083 0.7 0.1 -0.4
C 0.754653 4.268523 0.692083 -1.2 0.2 1.7
O 1.381753 5.321723 0.815883 0.8 0.8 -0.2
O 0.718453 3.483923 -0.268117 0.1 -0.8 -1.2
H -0.088547 0.606323 1.624083 0.0 0.0 -0.1
H -0.056847 1.812523 0.534183 0.1 -0.1 0.1
H 1.154653 2.340923 2.577883 -0.1 0.1 0.0
H -0.436247 2.310223 3.363783 0.1 0.0 -0.1
H 0.004553 4.621623 2.710183 -0.1 0.0 -0.1
H -1.219847 3.977923 1.575883 -0.1 0.0 0.1
C -1.331247 -1.321877 -2.964317 0.1 -0.1 -0.4
N -1.387547 -1.562177 -1.535417 -0.2 0.7 0.6
P -2.576247 -0.801777 -0.503317 -0.5 -0.8 -0.4
C -3.771347 -2.210877 -0.409317 0.0 0.3 0.3
C -4.175447 -2.966877 -1.503717 0.0 0.1 0.0
C -5.017647 -4.050577 -1.330417 0.0 -0.1 -0.2
C -5.456147 -4.396177 -0.061217 -0.1 -0.1 0.1
C -5.051847 -3.653377 1.035683 -0.2 -0.2 0.1
C -4.211747 -2.569877 0.858183 0.0 0.2 -0.1
C -3.479447 0.317323 -1.593217 -0.1 0.2 0.2
C -4.847547 0.269923 -1.739917 0.4 -0.5 0.2
C -5.520847 1.128323 -2.599117 -0.2 0.2 -0.2
C -4.777547 2.030523 -3.391217 0.1 0.2 -0.4
C -3.447747 2.184223 -3.209017 0.2 0.0 0.0
C -2.706447 1.498723 -2.109117 0.0 -0.1 -0.3
P 0.045553 -1.359777 -0.545917 0.5 -0.7 0.1
C -0.479047 -2.540077 0.788583 0.0 0.2 0.2
C -1.226047 -3.685677 0.537383 0.1 0.0 0.0
C -1.575347 -4.537477 1.567183 0.0 -0.2 0.0
C -1.162347 -4.269077 2.861483 0.0 -0.1 0.1
C -0.382747 -3.152477 3.112983 0.0 -0.1 0.2
C -0.043447 -2.290077 2.085083 -0.1 0.1 0.0
C 1.218353 -2.637577 -1.160517 0.0 0.1 -0.1
C 2.426053 -2.647477 -0.468617 -0.1 0.1 -0.1
C 3.345153 -3.657277 -0.658617 0.1 -0.2 0.0
C 3.076153 -4.672077 -1.560817 0.1 -0.1 0.0
C 1.885053 -4.663177 -2.265017 0.0 -0.2 -0.2
C 0.956053 -3.657277 -2.063117 -0.1 0.1 -0.1
H -2.268647 -0.881877 -3.316517 0.1 -0.1 0.0
H -1.177947 -2.262877 -3.500217 0.0 0.0 -0.1
H -0.508547 -0.651377 -3.236817 -0.1 0.0 0.0
H -3.833947 -2.700177 -2.493917 0.0 0.0 -0.1
H -5.351347 -4.621577 -2.189317 0.1 0.0 0.0
H -6.121547 -5.240877 0.067983 0.0 0.0 0.0
H -5.398247 -3.917577 2.026883 0.0 0.0 0.0
H -3.873247 -1.988477 1.704583 0.0 0.0 0.1
H -5.403147 -0.511477 -1.235717 0.0 0.0 0.0
H -6.589247 1.043523 -2.728317 -0.1 0.0 0.0
H -5.278947 2.575223 -4.184417 0.0 0.1 0.1
H -2.879647 2.879723 -3.811117 0.0 0.1 -0.1
H -1.711847 1.178723 -2.462317 -0.2 0.1 0.0
H -1.530247 -3.913777 -0.473417 -0.1 0.0 -0.1
H -2.170047 -5.417777 1.356983 0.0 0.0 0.0
H -1.430447 -4.942177 3.667083 0.0 0.0 0.0
H -0.041347 -2.959177 4.120683 0.1 0.1 0.1
H 0.576853 -1.425577 2.284583 0.0 0.1 0.0
H 2.632253 -1.845777 0.225483 0.1 0.1 0.1
H 4.272353 -3.649177 -0.103417 0.1 0.1 0.0
H 3.791953 -5.469277 -1.714317 0.0 0.0 0.0
H 1.672753 -5.450077 -2.978617 0.0 0.0 0.0
H 0.027153 -3.676477 -2.611717 -0.1 0.0 0.0
S 4.609353 -0.111977 -1.633217 -0.2 0.1 -0.2
P 4.551253 0.413323 0.274783 0.7 0.1 0.0
S 2.901553 0.337323 1.354883 -0.4 0.2 0.1
C 5.747553 -0.678277 1.157483 -0.2 0.0 -0.1
C 6.487753 -1.608477 0.443083 0.1 0.2 -0.1
C 7.236153 -2.565177 1.102783 0.2 -0.2 0.1
C 7.250453 -2.596777 2.486383 0.1 -0.2 0.1
C 6.514153 -1.668977 3.206783 0.1 0.0 0.2
C 5.760853 -0.716877 2.546383 0.1 0.1 0.0
C 5.236953 2.110923 0.405783 -0.2 -0.3 0.0
C 6.505853 2.420923 0.873383 0.0 -0.2 0.0
C 6.916653 3.743223 0.916983 0.2 0.1 0.1
C 6.069853 4.755923 0.494983 0.1 0.1 0.0
C 4.805653 4.447023 0.016883 0.0 0.1 0.0
C 4.393753 3.128823 -0.024517 -0.2 0.0 0.0
H 6.452253 -1.571377 -0.636517 0.0 0.0 -0.1
H 7.801853 -3.294777 0.536883 0.0 0.0 0.0
H 7.827253 -3.350977 3.006283 0.0 -0.1 0.0
H 6.516553 -1.700477 4.289583 0.0 0.0 0.0
H 5.159353 -0.010477 3.102183 -0.1 0.0 0.0
H 7.164953 1.632123 1.216283 0.0 0.0 0.0
H 7.904553 3.986223 1.294183 0.0 0.0 0.0
H 6.394553 5.788523 0.555583 0.0 0.0 0.0
H 4.126953 5.226123 -0.298717 -0.1 0.0 0.0
H 3.394253 2.889823 -0.369417 -0.1 0.1 0.0
F -6.691047 5.718923 0.647383 0.2 -0.1 -0.1
C -5.643947 4.936923 0.241083 0.0 -0.1 0.0
C -5.509547 3.664623 0.762283 -0.2 0.3 0.1
C -4.441047 2.888623 0.356283 0.1 0.1 -0.2
C -3.515547 3.363923 -0.566417 -0.1 0.1 0.2
C -2.360947 2.514123 -0.963217 0.1 -0.3 -0.2
C -3.689647 4.644723 -1.082217 0.0 -0.2 0.1
C -4.748047 5.440623 -0.680617 -0.2 0.1 0.1
H -6.214147 3.299623 1.491883 -0.2 0.0 0.1
H -4.309647 1.893323 0.753283 0.0 -0.1 0.1
H -1.521447 3.128523 -1.294417 0.1 0.0 0.1
H -2.024847 1.925823 -0.104117 0.1 0.2 0.0
H -2.981547 5.024623 -1.803117 0.1 0.1 0.0
H -4.872647 6.444023 -1.059017 0.0 0.1 0.0
```
Forces are in eV/Å.

## Properties
net charge	-2
<S²>	0.79
multiplicity	2
DFT total energy	-4151.82852	Eh

=====

Entry 2:
Density functional theory data (wB97M-V/def2-TZVPD) for C47H45N5OP2S2Se2V as an isolated structure in a non-equilibrium geometry.

The geometry in XYZ format:
```
105
Properties=species:S:1:pos:R:3:forces:R:3
V 1.274892 2.029356 1.445605 0.4 1.4 -0.6
Se -1.554566 -3.890525 1.986366 -0.1 0.0 0.0
P -2.486291 -2.014479 1.885278 0.1 -0.1 0.1
C -3.428753 -1.706880 0.369079 -0.1 0.2 0.0
C -4.089220 -0.485676 0.213687 0.0 -0.1 0.0
C -4.878358 -0.266124 -0.901814 0.0 0.0 0.0
C -5.012615 -1.267258 -1.861557 0.0 0.0 0.0
C -4.349004 -2.476625 -1.710057 0.0 0.0 0.0
C -3.552457 -2.699851 -0.588822 0.0 0.0 -0.2
C -3.721402 -1.681251 3.179193 0.0 0.1 0.0
C -3.738932 -0.614699 4.075260 -0.1 -0.1 -0.1
C -4.800714 -0.482707 4.966100 0.1 0.0 0.0
C -5.835188 -1.403764 4.970369 0.0 0.0 0.0
C -5.815860 -2.472082 4.080728 0.0 0.0 0.0
C -4.766263 -2.609805 3.189226 0.0 0.0 0.0
C -1.174375 -0.741719 1.889656 -0.1 0.2 0.1
C -0.082876 -0.734008 0.989571 0.0 0.1 0.3
N 0.752791 0.207934 1.421898 -0.9 -1.6 -0.4
N 0.155370 0.821036 2.465980 -0.7 -0.7 0.4
N -1.004127 0.278473 2.751910 0.3 -0.2 -0.2
P -1.174179 0.590163 -1.341720 0.0 -0.5 -0.1
Se -0.351462 2.470257 -0.374205 0.5 0.1 0.2
C 0.192599 -0.817134 -1.409660 0.0 0.3 -0.1
C -0.482331 -1.834151 -2.314098 0.1 0.1 0.2
C -0.207360 -3.173084 -2.558120 0.1 0.0 0.0
C 0.978789 -3.869819 -2.416034 0.0 0.0 0.0
C 2.224519 -3.129261 -2.242591 -0.2 -0.2 0.4
C 1.634873 -0.255570 -1.628155 0.1 -0.5 0.0
C -1.283086 1.145764 -3.088564 -0.1 0.2 0.0
C -2.302675 0.558023 -3.844060 0.0 0.0 0.0
C -2.505374 0.924211 -5.168768 0.0 0.0 0.0
C -1.714071 1.909307 -5.744659 0.0 0.0 0.1
C -0.724539 2.527213 -4.990546 0.0 0.0 0.0
C -0.510942 2.148848 -3.672850 -0.1 0.0 -0.1
H -3.981504 0.288991 0.967546 0.0 0.0 0.0
H -5.395435 0.680148 -1.023995 0.1 -0.1 0.0
H -5.644638 -1.101636 -2.727069 0.0 0.0 0.0
H -4.459039 -3.254709 -2.457715 0.0 0.0 0.1
H -3.025433 -3.637995 -0.451713 0.0 0.0 0.0
H -2.939220 0.106078 4.082556 0.1 0.1 0.0
H -4.817539 0.350997 5.659281 0.0 -0.1 0.0
H -6.656762 -1.293627 5.668120 0.0 0.0 0.0
H -6.620308 -3.197833 4.082662 0.0 0.0 0.0
H -4.747522 -3.445490 2.497628 0.0 0.0 0.0
H -1.502434 -1.552087 -2.552193 0.0 0.0 0.0
H -1.063661 -3.750773 -2.896861 0.0 0.0 0.0
H 0.973210 -4.955325 -2.401714 0.0 0.1 -0.2
H 2.304757 -2.266022 -2.877339 0.0 0.1 -0.2
H 1.635943 0.711782 -1.127789 -0.1 0.2 0.1
H -2.956961 -0.178260 -3.388187 0.0 0.0 0.0
H -3.295464 0.453978 -5.742222 0.0 0.0 0.0
H -1.878301 2.209143 -6.772417 0.0 0.0 0.0
H -0.112057 3.306031 -5.430659 0.0 -0.1 0.0
H 0.269343 2.634264 -3.103688 0.0 0.0 0.0
N 2.779794 2.955748 0.133240 0.7 0.0 0.5
C 4.250101 2.696945 0.293172 -0.2 0.1 0.0
C 4.679311 2.599565 1.746121 -0.3 -0.1 0.0
C 4.273682 1.273152 2.376341 -0.2 0.1 0.2
N 2.857739 1.303414 2.852333 0.6 0.3 -0.6
H 2.531725 2.816166 -0.838316 -0.2 -0.1 -0.1
H 2.600700 3.941860 0.307623 0.1 0.1 -0.1
H 4.816069 3.476046 -0.211279 0.0 0.1 -0.1
H 4.465155 1.752652 -0.202579 0.0 -0.1 -0.1
H 4.254418 3.430703 2.318211 0.1 0.1 0.0
H 5.762483 2.704587 1.795483 0.0 0.0 0.0
H 4.945249 1.030428 3.195842 0.0 -0.1 0.2
H 4.342315 0.476673 1.640504 0.0 -0.1 -0.1
H 2.797187 1.909286 3.660637 0.0 0.1 0.2
H 2.593132 0.378424 3.166129 -0.1 -0.2 0.0
O 0.122528 -1.483430 -0.075585 -0.1 0.0 -0.4
S 2.958609 -1.062756 -0.600250 0.1 0.0 -0.1
C 2.107492 0.058693 -3.056393 -0.1 0.1 0.0
C 1.389654 -0.202421 -4.220523 0.2 -0.1 0.1
C 1.877873 0.182323 -5.465018 0.0 0.0 0.0
C 3.087959 0.846372 -5.575102 0.0 0.0 0.0
C 3.815817 1.120620 -4.423749 0.0 0.0 0.1
C 3.328989 0.728923 -3.186816 0.0 0.0 0.0
C 2.702179 -2.819623 -0.822984 -0.1 0.2 0.0
C 3.556190 -3.658380 -1.810558 0.0 -0.2 0.0
C 3.725508 -5.083121 -1.479043 0.0 0.2 -0.1
C 3.061379 -5.661909 -0.472435 -0.1 0.0 0.2
C 2.280492 -4.870940 0.468149 0.1 -0.2 0.0
C 2.169692 -3.544146 0.346095 0.1 0.1 -0.2
H 0.440965 -0.710749 -4.173055 -0.1 -0.1 0.0
H 1.293330 -0.035345 -6.352307 0.0 0.0 0.1
H 3.464385 1.147101 -6.546420 0.0 0.0 0.1
H 4.769685 1.632071 -4.490457 -0.1 0.0 0.0
H 3.925797 0.920322 -2.300849 0.0 0.0 0.0
H 4.399456 -3.168473 -2.278909 0.0 0.0 0.0
H 4.434996 -5.646905 -2.072965 0.0 0.0 0.0
H 3.182780 -6.722982 -0.283594 0.0 0.1 0.0
H 1.846449 -5.363750 1.331602 0.0 0.0 -0.1
H 1.687149 -2.959839 1.118293 0.0 0.0 -0.1
S 1.159123 3.984604 2.450480 -0.1 0.9 0.3
C 0.235455 4.263508 3.906368 -0.1 -0.3 0.0
C -0.714574 3.346481 4.379744 0.1 0.2 0.0
C -1.413619 3.638408 5.536943 0.0 0.0 0.0
C -1.177229 4.829055 6.217305 0.0 0.0 0.0
C -0.240629 5.740643 5.740270 0.0 0.0 0.0
C 0.469276 5.464785 4.585458 0.0 0.0 0.0
H -0.904644 2.432806 3.841565 0.0 -0.1 0.0
H -2.150149 2.936210 5.908826 0.0 0.0 0.0
H -1.728323 5.047493 7.124110 0.0 0.0 -0.1
H -0.066105 6.669638 6.268170 0.0 0.0 0.0
H 1.199220 6.167297 4.202314 0.0 0.0 0.0
```
Forces are in eV/Å.

## Properties
net charge	+1
<S²>	2.47
multiplicity	3
DFT total energy	-9392.69164	Eh

=====

> Look up the <S²> of the second one.

2.47

=====

> The lowest net charge belongs to which entry?

C47H45FHgN2O2P3S2

=====

> <S²> of number 2 (C47H45N5OP2S2Se2V)?

2.47